An isolated molecule of C11H14N4, computed with ωB97M-V with the def2-TZVPD basis set.

```
! RIJCOSX wB97M-V def2-TZVPD def2/J DEFGRID3
* xyz 0 1
C 1.94 0.41 0.71
C 0.79 -0.42 1.18
C 0.28 -0.21 2.42
N -0.70 -1.05 2.93
N -1.31 -1.90 2.07
C -0.89 -2.14 0.91
C 0.20 -1.35 0.17
C -0.54 -0.56 -0.98
C 0.37 -0.45 -2.07
C 0.94 0.72 -2.46
C 0.59 2.01 -1.97
C -0.50 2.09 -1.16
C -1.16 0.88 -0.69
N -2.35 1.05 -0.22
N -3.04 0.02 0.21
H 1.94 0.47 -0.36
H 2.96 -0.06 1.06
H 1.80 1.30 1.24
H 0.67 0.60 3.00
H -1.25 -0.69 3.67
H -1.40 -2.98 0.39
H 0.83 -2.13 -0.24
H -1.36 -1.30 -1.36
H 0.79 -1.30 -2.56
H 1.42 0.77 -3.41
H 1.23 2.79 -2.13
H -0.90 3.00 -0.63
H -2.82 -0.99 0.31
H -4.01 0.22 0.66
*
```

E_HOMO: -7.346 eV
SMILES: CC1=CNN=C[C@H]1[C@@H]1C=CC=C/C1=N/N
ΔE to the lowest compared entry with this formula, charge and spin: 2.9077 eV
Electronic energy: -646.40859 Eh